Version 1
{
  "formula": "C20H37O2S4Si2Sr",
  "method": "the ωB97M-V functional and the def2-TZVPD basis",
  "species": ["Sr", "S", "S", "S", "S", "Si", "Si", "O", "O", "C", "C", "C", "C", "C", "C", "C", "C", "C", "C", "C", "C", "C", "C", "C", "C", "C", "C", "C", "C", "H", "H", "H", "H", "H", "H", "H", "H", "H", "H", "H", "H", "H", "H", "H", "H", "H", "H", "H", "H", "H", "H", "H", "H", "H", "H", "H", "H", "H", "H", "H", "H", "H", "H", "H", "H", "H"],
  "coordinates": [[-0.0487, 0.3013, -1.8386], [1.5387, 0.3278, 2.3650], [0.7750, 3.9607, -0.5668], [-1.2220, 1.7651, 1.2560], [3.0225, 1.3082, -0.6144], [1.4493, -2.4921, -1.3792], [-3.1657, 0.0669, -1.1183], [0.3794, 2.1307, -5.8023], [0.5675, 1.6683, -3.6122], [-1.3005, -4.8560, 0.8213], [0.7903, 1.7166, 3.2588], [-1.5553, 3.5125, 0.9558], [0.9012, -3.4572, -2.9518], [-4.4755, 1.4485, -1.4156], [-0.5772, -4.2899, -0.2220], [3.8242, 0.5471, 0.8123], [-3.7925, -1.3045, -2.3251], [3.2347, -3.1554, -1.1374], [0.7819, -3.1334, 1.3453], [-0.0747, 1.9221, -4.6885], [3.2621, 0.8643, 2.1964], [-0.3567, 4.4402, 0.7732], [-0.7134, 1.7398, 2.9988], [0.4852, -3.4121, 0.0051], [-3.7414, -0.6702, 0.5589], [3.3734, 3.0661, -0.4134], [2.3117, 3.8101, 0.3867], [0.0767, -3.6966, 2.3969], [-0.9780, -4.5646, 2.1379], [-1.5446, -4.9996, 2.9523], [-4.7443, -1.1039, 0.4735], [-0.7242, 5.4471, 0.5663], [2.6746, 4.8014, 0.6692], [-2.1220, -5.5291, 0.6025], [-1.1692, 0.8409, 3.4175], [0.2223, 4.4921, 1.6969], [-4.5526, 2.0957, -0.5347], [2.0801, 3.2472, 1.2867], [-4.2191, 2.0888, -2.2630], [4.3561, 3.1928, 0.0467], [-3.0653, -1.4565, 0.9064], [-5.4684, 1.0240, -1.6021], [-4.8795, -1.4367, -2.2577], [-1.1635, 2.5964, 3.5060], [-2.1727, 3.5103, 0.0549], [1.5869, -2.4417, 1.5774], [3.2747, -4.2369, -1.3021], [-0.8576, -4.5402, -1.2392], [0.9668, 1.6219, 4.3326], [-0.1726, -3.3730, -3.1443], [3.3284, 1.9343, 2.3980], [3.6007, -2.9626, -0.1241], [-3.5513, -1.0870, -3.3700], [1.2461, 2.6483, 2.9237], [0.3421, -3.4498, 3.4191], [3.9308, -2.6762, -1.8301], [1.4068, -3.0507, -3.8322], [3.4339, 3.4677, -1.4266], [1.1439, -4.5247, -2.8897], [-3.3268, -2.2657, -2.0827], [3.8741, 0.3549, 2.9436], [4.8859, 0.8047, 0.7891], [-2.1778, 3.8930, 1.7698], [3.7440, -0.5236, 0.6112], [-3.7708, 0.1015, 1.3332], [-1.1882, 1.9308, -4.5608]],
  "charge": -1,
  "homo_lumo_gap_ev": 5.33,
  "e_homo_ha": -0.1278,
  "lumo_energy_ev": 1.85
}

---

Version 2
{
  "formula": "C20H37O2S4Si2Sr",
  "method": "the ωB97M-V functional and the def2-TZVPD basis",
  "species": ["Sr", "S", "S", "S", "S", "Si", "Si", "O", "O", "C", "C", "C", "C", "C", "C", "C", "C", "C", "C", "C", "C", "C", "C", "C", "C", "C", "C", "C", "C", "H", "H", "H", "H", "H", "H", "H", "H", "H", "H", "H", "H", "H", "H", "H", "H", "H", "H", "H", "H", "H", "H", "H", "H", "H", "H", "H", "H", "H", "H", "H", "H", "H", "H", "H", "H", "H"],
  "coordinates": [[0.8202, -0.8625, 0.2312], [0.4201, 3.0819, -1.9871], [-0.8258, 1.6431, 0.9854], [0.2167, -0.0409, -3.2841], [-2.4362, -0.5532, -1.0995], [2.9123, 1.4738, 1.2012], [-1.2499, -1.8963, 2.5041], [2.2743, -2.7043, -0.5339], [0.3086, -2.4996, -1.5583], [0.4210, -5.7506, 2.4350], [-0.7540, 3.8464, -0.8350], [-1.0506, -3.8047, 2.3462], [0.1961, -4.3921, 2.5973], [-2.0618, -4.6621, 1.9011], [-0.7634, -1.6239, 4.3453], [-0.6045, -6.5776, 1.9939], [-2.6185, 1.4858, 0.7800], [1.4706, -2.9726, -1.4564], [-3.1668, -1.7356, 2.6435], [-0.0499, 1.5089, -4.1869], [-0.5304, 3.3837, 0.6010], [2.5217, 2.4531, 2.8183], [-1.8474, -6.0243, 1.7241], [-0.6636, 2.6485, -3.3749], [-1.3201, -0.9267, -3.6279], [4.5842, 0.6718, 1.7280], [-2.5681, -0.4200, -2.9097], [-3.0856, 1.0741, -0.6127], [3.5636, 2.9063, 0.0856], [-1.1403, 3.9878, 1.2766], [0.5171, 3.5338, 0.8840], [4.4334, -0.0612, 2.5255], [-0.6389, 4.9323, -0.8692], [1.8117, -3.6671, -2.2506], [1.6623, 3.1308, 2.7367], [5.2871, 1.4279, 2.0977], [-3.5681, -2.4970, 3.3203], [-3.0922, 2.4272, 1.0687], [3.3885, 3.0551, 3.1162], [-0.4329, -7.6385, 1.8544], [-2.6555, -6.6560, 1.3712], [-2.7460, 1.7981, -1.3503], [-2.7681, 0.6210, -3.1624], [-3.4417, -0.7640, 3.0654], [-1.3771, -2.2248, 5.0242], [2.7732, 3.6109, -0.1959], [5.0613, 0.1477, 0.8959], [-1.7660, 3.6194, -1.1674], [2.2987, 1.7615, 3.6354], [-2.9199, 0.7277, 1.5027], [-1.0887, -1.9432, -3.3146], [1.4017, -6.1643, 2.6398], [-0.8197, 3.5160, -4.0215], [-1.4941, -0.9277, -4.7079], [-0.6619, 1.3032, -5.0679], [-3.6768, -1.8329, 1.6809], [-1.6306, 2.3472, -2.9775], [0.9337, 1.8142, -4.5468], [1.0220, -3.7648, 2.9216], [-4.1782, 1.0531, -0.6336], [-0.8849, -0.5711, 4.6148], [4.3490, 3.4745, 0.5979], [0.2841, -1.8771, 4.5245], [3.9831, 2.5169, -0.8462], [-3.0438, -4.2591, 1.6787], [-3.4282, -1.0033, -3.2458]],
  "charge": -1,
  "homo_lumo_gap_ev": 5.38,
  "e_homo_ha": -0.1233,
  "lumo_energy_ev": 2.02
}

---

Which one sits at the bottom of the stability order? version 1 does.

---

Version 1
{
  "formula": "C2H10N2",
  "method": "the ωB97M-V functional and the def2-TZVPD basis",
  "species": ["N", "N", "C", "C", "H", "H", "H", "H", "H", "H", "H", "H", "H", "H"],
  "coordinates": [[-1.3172, -0.2839, 0.1511], [-0.8511, 1.1747, -1.6959], [2.4672, -0.5728, 2.2818], [-0.6437, -0.1683, -1.1406], [-1.0802, -0.8489, -1.8809], [2.5554, -0.9065, 3.3149], [2.1430, 0.4621, 2.2429], [-0.6344, -0.0491, 0.8545], [0.3901, -0.5233, -1.0616], [1.8658, -1.2462, 1.6809], [-1.2313, 1.1709, -2.6018], [-1.3282, 1.6785, -0.9591], [3.4979, -0.6147, 1.9205], [-1.6116, -1.2372, 0.2997]],
  "charge": 0,
  "smiles": "NCN.C",
  "homo_lumo_gap_ev": 9.97,
  "e_homo_ha": -0.3301,
  "lumo_energy_ev": 0.98
}

---

Version 2
{
  "formula": "C2H10N2",
  "method": "the ωB97M-V functional and the def2-TZVPD basis",
  "species": ["N", "N", "C", "C", "H", "H", "H", "H", "H", "H", "H", "H", "H", "H"],
  "coordinates": [[-0.4595, 1.6085, 2.1633], [-1.4676, 1.2503, -0.0863], [2.5213, -3.1166, -2.6537], [-1.0049, 0.6424, 1.1328], [3.3040, -2.5637, -3.2402], [-1.9147, 0.2409, 1.5641], [-2.4327, 1.0154, -0.2609], [-0.8718, 1.6660, -0.7718], [1.5935, -2.9739, -3.1789], [2.6130, -2.6066, -1.7017], [-0.9062, 2.4902, 1.8875], [0.4874, 1.8788, 1.9043], [-0.3053, -0.1733, 0.9245], [2.6662, -4.1812, -2.6039]],
  "charge": 0,
  "smiles": "NCN.C",
  "homo_lumo_gap_ev": 9.77,
  "e_homo_ha": -0.3255,
  "lumo_energy_ev": 0.91
}

---

Which one sits at the bottom of the stability order? version 2 does.

---

Version 1
{
  "formula": "H20NO8",
  "method": "the ωB97M-V functional and the def2-TZVPD basis",
  "species": ["O", "O", "O", "O", "O", "O", "O", "O", "N", "H", "H", "H", "H", "H", "H", "H", "H", "H", "H", "H", "H", "H", "H", "H", "H", "H", "H", "H", "H"],
  "coordinates": [[4.7200, 10.9750, 28.5510], [5.7160, 10.3730, 33.0680], [10.0820, 12.7320, 32.2200], [9.7640, 10.1410, 32.9350], [6.6220, 14.3470, 31.7550], [8.3050, 12.6450, 28.1330], [5.9000, 13.8350, 28.9390], [10.2420, 9.9280, 30.1820], [7.3910, 11.1890, 30.6670], [8.1680, 12.8520, 27.1400], [10.2810, 9.6940, 31.1330], [5.8390, 13.8730, 29.8830], [9.8310, 13.5070, 32.5730], [9.9780, 11.0530, 32.6460], [9.3190, 12.6060, 28.2380], [5.4220, 9.5030, 32.9430], [7.8280, 10.9100, 29.7810], [5.3330, 10.6820, 28.0010], [4.9230, 10.7310, 33.0990], [7.8500, 10.7670, 31.3030], [7.3350, 15.0060, 31.9480], [7.4290, 12.3880, 30.8840], [10.1670, 9.1600, 29.8130], [10.6530, 12.8450, 31.5110], [6.4110, 11.0110, 30.7000], [9.8630, 9.9300, 33.8980], [6.7300, 13.5220, 28.9140], [4.2490, 10.1660, 28.7830], [6.4280, 13.9870, 32.5580]],
  "charge": 1,
  "homo_lumo_gap_ev": 10.50,
  "e_homo_ha": -0.5051,
  "lumo_energy_ev": -3.25
}

---

Version 2
{
  "formula": "H20NO8",
  "method": "the ωB97M-V functional and the def2-TZVPD basis",
  "species": ["O", "O", "O", "O", "O", "O", "O", "O", "N", "H", "H", "H", "H", "H", "H", "H", "H", "H", "H", "H", "H", "H", "H", "H", "H", "H", "H", "H", "H"],
  "coordinates": [[-2.3150, -0.9627, 0.4433], [-0.2740, -3.5037, -1.6007], [-1.6690, -1.0597, -2.8987], [2.8550, 1.8753, 0.6813], [-1.2540, 2.2983, -2.2977], [1.0600, -0.4747, 2.8653], [-0.3300, 2.1273, 2.2333], [1.5780, -2.2507, -0.0447], [0.3160, 0.4793, -0.4707], [-3.0740, -0.5937, 0.8603], [0.9880, -0.5547, 3.7713], [-0.9390, 3.1373, -1.9347], [-2.1620, -1.8407, 1.1503], [-0.7910, -2.6957, -1.8847], [-0.5730, 2.5163, 2.9223], [-0.4090, 0.0913, -1.0777], [0.4980, -2.9737, -0.9867], [2.4480, -1.9027, -0.4927], [2.9860, 2.7763, 0.8823], [-2.4440, -1.0327, -2.3587], [-2.2060, 2.4273, -2.3407], [0.3310, 2.7163, 1.7703], [1.1970, 0.1173, -0.4797], [-1.8280, -1.6807, -3.5967], [1.7660, -2.5027, 0.9443], [0.1920, 1.5343, -0.6437], [0.5880, 0.3973, 2.7843], [0.0660, 0.1763, 0.4313], [3.3990, 1.3593, 1.3693]],
  "charge": 1,
  "homo_lumo_gap_ev": 9.27,
  "e_homo_ha": -0.4620,
  "lumo_energy_ev": -3.30
}

---

Which one sits at the bottom of the stability order? version 1 does.

---

Version 1
{
  "formula": "C20H22N2O6S",
  "method": "the ωB97M-V functional and the def2-TZVPD basis",
  "species": ["S", "O", "O", "O", "O", "O", "O", "N", "N", "C", "C", "C", "C", "C", "C", "C", "C", "C", "C", "C", "C", "C", "C", "C", "C", "C", "C", "C", "C", "H", "H", "H", "H", "H", "H", "H", "H", "H", "H", "H", "H", "H", "H", "H", "H", "H", "H", "H", "H", "H", "H"],
  "coordinates": [[-1.0828, 0.9861, -1.8535], [-0.1320, 2.3668, 1.5746], [-1.3064, 0.8754, -3.2664], [-0.9210, 2.3124, -1.3244], [0.0014, 0.1439, 1.5768], [2.5902, 2.0819, 1.2666], [3.4155, -2.3955, -0.1350], [-2.3822, 0.1823, -1.1662], [3.6531, 0.4179, 0.1545], [-6.2544, -0.1431, 0.6634], [-0.6393, 1.1612, 1.4459], [2.4191, -1.5598, -0.5228], [-4.9734, 0.3009, 0.3898], [0.3039, -0.0165, -1.3696], [1.2977, -2.1571, -1.0959], [4.4994, -1.8090, 0.5637], [4.9559, 2.0299, 1.4592], [-3.8812, -0.5409, 0.5688], [5.6804, -2.7643, 0.4657], [-4.0951, -1.8330, 1.0266], [3.6229, 1.5167, 0.9607], [-5.3771, -2.2774, 1.3028], [2.4820, -0.1638, -0.3882], [-2.1229, 1.1721, 1.1327], [-6.4593, -1.4343, 1.1206], [0.2314, -1.3879, -1.5122], [4.8107, -0.4311, -0.0356], [1.4154, 0.6016, -0.8399], [-2.4864, -0.0503, 0.2654], [6.5130, -2.3981, 1.0591], [-2.3630, 2.1104, 0.6359], [1.2879, -3.2317, -1.1816], [4.7720, 2.9727, 1.9680], [-2.6651, 1.1178, 2.0799], [-3.2287, 0.5497, -1.5769], [-4.8197, 1.3120, 0.0406], [-7.0949, 0.5201, 0.5215], [1.4242, 1.6761, -0.7642], [-1.7622, -0.8404, 0.5069], [5.6950, -0.0132, 0.4355], [4.9970, -0.5452, -1.1101], [5.9930, -2.8641, -0.5704], [-0.6542, -1.8286, -1.9392], [5.3849, -3.7427, 0.8324], [5.6462, 2.2000, 0.6368], [5.3987, 1.3366, 2.1715], [-7.4594, -1.7806, 1.3346], [-5.5309, -3.2849, 1.6601], [-3.2512, -2.4914, 1.1705], [0.8507, 2.3312, 1.6285], [4.2077, -1.6741, 1.6175]],
  "charge": 0,
  "smiles": "CC(=O)N1C[C@H](C)Oc2ccc(S(=O)(=O)N[C@@H](CC(=O)O)c3ccccc3)cc21",
  "homo_lumo_gap_ev": 9.29,
  "e_homo_ha": -0.3236,
  "lumo_energy_ev": 0.49
}

---

Version 2
{
  "formula": "C20H22N2O6S",
  "method": "the ωB97M-V functional and the def2-TZVPD basis",
  "species": ["S", "O", "O", "O", "O", "O", "O", "N", "N", "C", "C", "C", "C", "C", "C", "C", "C", "C", "C", "C", "C", "C", "C", "C", "C", "C", "C", "C", "C", "H", "H", "H", "H", "H", "H", "H", "H", "H", "H", "H", "H", "H", "H", "H", "H", "H", "H", "H", "H", "H", "H"],
  "coordinates": [[0.7294, 1.1345, -0.7945], [3.9928, -0.0711, -2.1657], [5.7240, 0.8974, 1.4043], [0.1428, -3.7039, -0.0475], [-4.1635, -0.6616, 0.1357], [-1.7782, -2.5584, 0.0272], [-1.3942, 2.3131, -0.6012], [-1.7057, 0.1163, -0.3237], [3.9681, 1.4135, -0.4695], [-0.5983, -4.8819, 0.2181], [-4.0521, 2.9428, -0.3522], [-5.0774, -1.7063, 0.3801], [0.2295, -1.3851, -0.4045], [-5.9290, 0.9880, 0.1470], [-4.5921, 0.6194, 0.0212], [-5.3791, 3.2959, -0.2254], [6.1636, 1.8806, 0.4979], [1.6408, -1.3034, -0.6354], [4.4336, 1.1718, 1.9054], [-2.1776, 1.3927, -0.3990], [3.4170, 0.4151, -1.2075], [5.3165, 1.8481, -0.7869], [-0.5672, -2.5704, -0.1288], [-6.3176, 2.3095, 0.0249], [-0.3772, -0.1392, -0.4779], [3.5297, 1.8275, 0.8395], [2.5676, -2.4703, -0.6326], [2.0504, -0.0178, -0.8328], [-3.6301, 1.6181, -0.2350], [2.6031, -2.9266, 0.3555], [4.0301, 0.2047, 2.2145], [-1.1218, -4.7970, 1.1732], [3.5647, -2.1538, -0.9231], [2.4933, 1.5469, 1.0101], [-5.8129, -1.7931, -0.4248], [-5.5897, -1.5762, 1.3378], [-5.6806, 4.3270, -0.3209], [6.1209, 2.8743, 0.9686], [-6.6786, 0.2378, 0.3424], [7.2051, 1.6439, 0.2770], [5.2874, 2.8407, -1.2515], [2.2188, -3.2243, -1.3342], [-7.3620, 2.5640, 0.1268], [3.6049, 2.9189, 0.8923], [-4.4620, -2.6038, 0.4123], [-2.3042, -0.6958, -0.1502], [-3.2946, 3.6866, -0.5482], [5.7195, 1.1314, -1.5059], [0.1248, -5.6929, 0.2504], [-1.3342, -5.0564, -0.5702], [4.5013, 1.8286, 2.7870]],
  "charge": 0,
  "smiles": "COC(=O)c1c(NC(=O)c2ccccc2OC)sc(C(=O)N2CCOCC2)c1C",
  "homo_lumo_gap_ev": 8.17,
  "e_homo_ha": -0.2958,
  "lumo_energy_ev": 0.12
}

---

Which one sits at the bottom of the stability order? version 2 does.